Formula: C4H8BrFNO6PS
Source: the OMol25 dataset
Level of theory: ωB97M-V with the def2-TZVPD basis set

Calculated values
Net charge   -2
DFT total energy   -4076.4889 a.u.
HOMO energy   0.0508 Eh
HOMO-LUMO gap   1.9 eV

Geometry as XYZ:
```
23
Properties=species:S:1:pos:R:3:lowdin_charge:R:1
O -1.63 2.46 1.44 -0.55
P -2.51 1.35 2.20 0.71
N -2.20 -0.23 1.59 -0.47
C -2.62 -0.58 0.23 -0.25
C -1.38 -0.56 -0.89 -0.60
O -1.04 -1.72 -1.51 -0.14
Br -0.37 1.08 -1.45 0.75
S -1.62 -1.44 2.63 0.75
O -2.70 -2.21 3.48 -0.45
O -0.91 -2.54 1.76 -0.38
F -0.47 -0.80 3.78 -0.36
H -3.90 1.75 1.96 0.01
H -2.18 1.53 3.62 0.03
H -3.04 -1.70 0.17 0.14
H -3.54 0.09 -0.14 0.13
O 5.24 -0.55 -2.46 -0.32
C 3.96 -0.23 -2.75 -0.48
C 3.56 1.11 -1.97 -0.46
O 2.29 1.42 -2.24 -0.39
H 3.19 -0.97 -2.48 0.08
H 3.72 -0.05 -3.81 0.07
H 4.33 1.86 -2.25 0.07
H 3.82 0.93 -0.91 0.08
```

Formula: C35H30ClN3NiO6Te
Source: the OMol25 dataset
Level of theory: ωB97M-V with the def2-TZVPD basis set

Calculated values
Multiplicity   3
Energy above the lowest of the compared OMol25 structures with the same formula, charge and spin   128.3 kJ/mol
Net charge   -2
DFT total energy   -4204.0237 a.u.
HOMO energy (spin up / spin down)   -0.0453 / -0.0460 Eh
HOMO-LUMO gap (spin up / spin down)   4.9 / 4.9 eV

Geometry as XYZ:
```
77
Properties=species:S:1:pos:R:3:mulliken_spin:R:1
Ni -1.66 0.04 1.24 1.76
O -3.05 -3.20 3.69 0.00
C -2.79 -2.21 3.02 -0.01
O -1.76 -1.84 2.44 0.01
C -4.05 -1.12 2.82 0.01
O -5.15 -1.51 3.17 0.00
O -3.68 -0.07 2.30 0.01
C 3.40 3.95 -2.20 0.00
C 2.27 3.06 -1.78 0.00
C 1.19 2.83 -2.60 0.00
C 0.15 1.96 -2.25 0.01
C -0.96 1.92 -3.19 0.00
O -1.13 2.83 -4.02 0.00
C -1.89 0.76 -3.25 0.00
C -1.43 -0.55 -3.22 0.00
C -2.29 -1.60 -3.49 0.00
C -3.62 -1.35 -3.79 0.00
C -4.08 -0.05 -3.85 0.00
C -3.22 1.00 -3.59 0.00
C 0.17 1.26 -0.97 -0.02
O -0.74 0.47 -0.65 0.04
C 1.29 1.58 -0.09 -0.01
C 2.29 2.45 -0.53 0.00
C 1.36 1.08 1.27 0.01
N 0.50 0.26 1.78 0.02
C 0.66 -0.20 3.14 0.00
C 1.02 -1.67 3.21 0.00
Te 2.96 -2.15 2.39 0.00
C 2.22 -2.44 0.40 0.00
C 1.44 -3.55 0.15 0.00
C 0.98 -3.80 -1.13 0.00
C 1.30 -2.94 -2.17 0.00
C 2.07 -1.82 -1.91 0.00
C 2.53 -1.57 -0.63 0.00
C 2.52 1.60 2.08 0.01
C 3.82 1.16 1.83 0.00
C 4.88 1.59 2.60 0.00
C 4.66 2.47 3.65 0.00
C 3.38 2.93 3.90 0.00
C 2.32 2.51 3.12 0.00
H 3.23 4.32 -3.22 0.00
H 4.35 3.41 -2.19 0.00
H 3.49 4.81 -1.53 0.00
H 1.11 3.33 -3.56 0.00
H -0.39 -0.74 -3.00 0.00
H -1.93 -2.62 -3.47 0.00
H -4.30 -2.18 -3.99 0.00
H -5.12 0.15 -4.12 0.00
H -3.57 2.02 -3.65 0.00
H 3.10 2.70 0.13 0.00
H -0.32 -0.10 3.63 0.00
H 1.40 0.39 3.71 0.00
H 0.28 -2.23 2.65 0.00
H 1.03 -2.00 4.24 0.00
H 1.18 -4.22 0.96 0.00
H 0.37 -4.66 -1.32 0.00
H 0.95 -3.13 -3.17 0.00
H 2.31 -1.13 -2.71 0.00
H 3.13 -0.69 -0.46 0.00
H 4.01 0.49 1.01 0.00
H 5.88 1.23 2.39 0.00
H 5.49 2.78 4.27 0.00
H 3.21 3.61 4.72 0.00
H 1.32 2.88 3.32 0.00
Cl -1.49 2.46 3.27 0.01
C -1.83 2.02 1.59 0.16
H -1.15 2.65 1.00 -0.03
H -2.86 2.35 1.42 -0.01
N -4.10 -1.53 -0.16 -0.01
C -4.35 -2.77 -0.63 0.00
C -3.13 -3.33 -0.92 0.00
C -2.19 -2.35 -0.57 -0.01
N -2.80 -1.28 -0.11 0.01
H -4.75 -0.88 0.26 0.00
H -5.34 -3.17 -0.70 0.00
H -2.94 -4.30 -1.33 0.00
H -1.12 -2.38 -0.64 0.01
```

Formula: C8H13N2
Source: the OMol25 dataset
Level of theory: ωB97M-V with the def2-TZVPD basis set

Calculated values
Energy above the lowest of the compared OMol25 structures with the same formula, charge and spin   530.9 kJ/mol
Net charge   +1
DFT total energy   -421.7347 a.u.
HOMO energy (spin up / spin down)   -0.4210 / -0.4210 Eh
HOMO-LUMO gap (spin up / spin down)   7.7 / 7.7 eV

Geometry as XYZ:
```
23
Properties=species:S:1:pos:R:3:lowdin_charge:R:1
C -2.15 1.81 1.09 0.04
C -1.23 1.14 0.42 -0.11
C 2.13 0.45 0.22 -0.12
C 0.93 0.08 -0.49 -0.08
C 3.35 -0.02 -0.04 -0.18
C -0.28 0.45 -0.02 -0.12
C 4.51 0.47 0.63 -0.11
C -2.81 -1.61 -0.43 -0.19
N -4.04 -1.21 -0.72 0.20
N -1.79 -1.22 -1.08 0.16
H -3.26 1.75 1.04 0.08
H 2.05 1.06 1.12 0.13
H 0.98 -0.54 -1.40 0.13
H 3.41 -0.44 -1.05 0.12
H 4.38 0.30 1.76 0.12
H 4.80 1.51 0.31 0.11
H 5.38 -0.08 0.13 0.10
H -2.69 -2.43 0.30 0.18
H -1.82 2.16 2.04 0.06
H -4.20 -0.68 -1.51 0.10
H -4.76 -1.36 -0.02 0.14
H -2.08 -0.47 -1.69 0.14
H -0.82 -1.12 -0.65 0.10
```

Formula: C16H19N5O3
Source: the OMol25 dataset
Level of theory: ωB97M-V with the def2-TZVPD basis set

Calculated values
SMILES   CCN(CC)c1nc2ccccn2c(=O)c1/C=N/N1CCOC1=O
Energy above the lowest of the compared OMol25 structures with the same formula, charge and spin   568.0 kJ/mol
DFT total energy   -1120.4592 a.u.
HOMO energy   -0.2911 Eh
HOMO-LUMO gap   7.3 eV

Geometry as XYZ:
```
43
Properties=species:S:1:pos:R:3:lowdin_charge:R:1
O -1.24 0.28 2.93 0.05
O 2.17 2.87 1.44 0.06
N -2.21 -0.76 -0.75 0.19
N 1.85 0.25 0.44 0.12
O 4.49 2.83 1.01 0.06
C -1.56 0.14 1.76 -0.41
C 3.22 2.30 1.11 -0.46
C -3.23 -0.57 0.13 -0.20
C -4.57 -0.91 -0.16 -0.02
C -5.54 -0.49 0.67 -0.04
C -5.24 0.14 1.95 -0.03
C -0.54 -0.05 0.78 -0.04
C -3.94 0.21 2.39 0.05
C -0.87 -0.57 -0.43 -0.24
C 0.83 0.32 1.21 -0.03
N -2.86 -0.13 1.43 0.11
N 0.02 -0.65 -1.53 -0.13
N 3.02 0.93 0.85 -0.07
C 0.00 1.68 -2.08 -0.08
C 0.64 -3.02 -0.80 -0.07
C 5.29 1.66 0.83 -0.15
C 0.00 0.28 -2.62 -0.26
C 0.58 -1.93 -1.94 -0.20
C 4.36 0.47 0.43 -0.11
H -4.72 -1.50 -1.10 0.14
H -6.46 -0.86 0.37 0.09
H -5.96 0.35 2.65 0.07
H -3.60 0.51 3.39 0.13
H 1.13 0.63 2.21 0.13
H -0.91 2.05 -1.55 0.09
H 0.36 2.32 -2.92 0.09
H 0.77 1.87 -1.37 0.04
H 1.27 -2.62 0.00 0.06
H 1.10 -4.01 -1.08 0.08
H -0.29 -3.20 -0.32 0.04
H 5.92 1.47 1.80 0.15
H 6.15 1.72 0.09 0.13
H 0.82 0.18 -3.32 0.11
H -0.79 0.13 -3.35 0.11
H 1.62 -1.77 -2.16 0.10
H 0.02 -2.27 -2.81 0.11
H 4.47 -0.43 1.02 0.11
H 4.43 0.13 -0.61 0.12
```

Formula: C44H62As3NO8S5TeZr
Source: the OMol25 dataset
Level of theory: ωB97M-V with the def2-TZVPD basis set

Calculated values
Energy above the lowest of the compared OMol25 structures with the same formula, charge and spin   131.7 kJ/mol
Net charge   +2
DFT total energy   -11383.2043 a.u.
HOMO energy   -0.4433 Eh
HOMO-LUMO gap   6.1 eV

Geometry as XYZ:
```
125
Properties=species:S:1:pos:R:3:lowdin_charge:R:1
Zr 0.93 0.03 -0.76 1.08
C 1.42 -3.66 -2.44 -0.48
C 0.27 -4.06 -1.53 -0.48
S 0.28 -3.01 -0.04 0.82
C -1.45 -3.15 0.52 -0.47
C -2.47 -2.66 -0.49 -0.46
S -1.72 -1.33 -1.45 0.71
C -3.02 -0.93 -2.65 -0.44
C -2.62 0.38 -3.32 -0.46
S -0.82 0.60 -3.36 0.73
C -0.34 -0.57 -4.68 -0.46
C 0.04 -1.97 -4.22 -0.47
S 1.34 -1.92 -2.96 0.65
H 1.46 -4.29 -3.33 0.10
H 2.37 -3.74 -1.91 0.07
H 0.37 -5.09 -1.20 0.10
H -0.69 -3.93 -2.03 0.06
H -1.48 -2.52 1.41 0.03
H -1.61 -4.19 0.80 0.10
H -3.35 -2.27 0.01 0.07
H -2.78 -3.45 -1.19 0.09
H -3.96 -0.83 -2.10 0.06
H -3.08 -1.75 -3.36 0.09
H -2.99 1.24 -2.76 0.07
H -2.99 0.45 -4.34 0.10
H 0.49 -0.09 -5.20 0.04
H -1.19 -0.62 -5.35 0.10
H -0.82 -2.50 -3.80 0.05
H 0.44 -2.53 -5.07 0.10
C 3.02 -0.61 2.35 -0.08
N 1.67 -0.23 1.87 -0.26
C 0.74 -1.18 2.52 -0.14
C 1.38 1.14 2.38 -0.16
C 1.51 2.23 1.37 -0.27
C 2.04 3.45 1.76 -0.03
C 1.99 4.54 0.90 -0.05
C 1.37 4.42 -0.33 -0.07
C 0.88 3.19 -0.73 -0.20
C 0.95 2.05 0.09 -0.33
H 3.05 -0.54 3.44 0.11
H 3.78 0.04 1.94 0.07
H 3.23 -1.64 2.08 0.06
H 0.81 -1.11 3.61 0.10
H 1.00 -2.20 2.23 0.04
H -0.28 -0.96 2.23 0.01
H 2.02 1.36 3.25 0.14
H 0.36 1.15 2.75 0.09
H 2.49 3.55 2.74 0.13
H 2.42 5.49 1.21 0.12
H 1.30 5.27 -1.00 0.12
H 0.41 3.13 -1.71 0.05
C 4.49 -2.29 0.07 -0.25
As 3.68 -0.85 -1.00 1.00
C 4.51 0.79 -0.28 -0.30
C 4.88 -1.06 -2.59 -0.33
C 6.31 -1.35 -2.24 -0.32
C 7.18 -0.32 -1.86 -0.05
C 8.51 -0.58 -1.60 -0.06
C 9.01 -1.87 -1.73 -0.06
C 8.17 -2.90 -2.13 -0.06
C 6.83 -2.64 -2.38 -0.07
H 5.17 -1.88 0.81 0.05
H 5.06 -2.92 -0.61 0.02
H 3.74 -2.90 0.56 0.02
H 5.37 0.55 0.34 0.05
H 3.78 1.38 0.27 0.00
H 4.84 1.39 -1.12 0.01
H 4.81 -0.14 -3.15 0.01
H 4.46 -1.86 -3.19 0.07
H 6.82 0.70 -1.83 0.10
H 9.18 0.23 -1.31 0.11
H 10.06 -2.07 -1.55 0.11
H 8.56 -3.90 -2.27 0.11
H 6.18 -3.43 -2.73 0.11
C -1.04 5.09 2.36 -0.01
O -1.17 3.65 2.28 -0.09
C -1.91 3.09 3.24 -0.54
O -2.40 3.72 4.14 0.07
C -1.92 1.59 3.12 -0.35
C -2.32 0.86 4.17 -0.31
As -3.99 1.51 4.99 1.42
C -4.44 -0.04 6.11 -0.26
C -4.77 0.80 3.25 -0.23
C -4.25 0.67 2.03 -0.24
As -2.31 0.73 1.40 1.33
C -2.63 2.27 0.23 -0.24
C -5.09 0.36 0.84 -0.53
O -4.62 -0.20 -0.14 0.02
O -6.35 0.73 0.94 -0.01
C -7.21 0.48 -0.19 0.01
C -6.25 0.75 3.56 -0.57
O -6.78 1.76 3.95 0.13
O -6.94 -0.39 3.50 0.00
C -6.33 -1.64 3.20 -0.03
C -2.02 -0.59 4.34 -0.58
O -1.17 -0.97 5.11 0.13
O -2.77 -1.45 3.62 -0.11
C -2.58 -2.84 3.95 -0.03
H -0.70 5.42 1.39 0.08
H -0.32 5.35 3.13 0.11
H -2.00 5.54 2.61 0.10
H -3.81 0.00 7.00 0.04
H -4.32 -1.02 5.63 0.02
H -5.48 0.07 6.44 0.04
H -3.24 3.01 0.74 0.06
H -3.17 1.91 -0.65 0.01
H -1.69 2.73 -0.08 0.00
H -8.17 0.92 0.07 0.11
H -7.30 -0.59 -0.36 0.10
H -6.80 0.95 -1.08 0.10
H -6.91 -2.12 2.42 0.10
H -6.38 -2.27 4.10 0.10
H -5.29 -1.54 2.89 0.07
H -2.79 -3.00 5.01 0.11
H -1.55 -3.14 3.76 0.09
H -3.27 -3.40 3.34 0.10
Te 2.36 1.26 -3.03 1.01
C 1.71 2.31 -4.73 -0.99
C 2.01 1.93 -6.01 -0.26
C 1.63 2.92 -6.97 -0.17
C 1.05 4.00 -6.39 -0.40
S 0.96 3.85 -4.69 0.94
H 2.50 1.00 -6.26 0.11
H 1.80 2.81 -8.03 0.11
H 0.68 4.90 -6.88 0.08
```

Formula: C2H9N3O
Source: the OMol25 dataset
Level of theory: ωB97M-V with the def2-TZVPD basis set

Calculated values
SMILES   C[C@@H](O)NNN
Energy above the lowest of the compared OMol25 structures with the same formula, charge and spin   357.4 kJ/mol
DFT total energy   -320.9956 a.u.
HOMO energy   -0.3178 Eh
HOMO-LUMO gap   9.5 eV

Geometry as XYZ:
```
15
Properties=species:S:1:pos:R:3:lowdin_charge:R:1
C 0.92 -0.03 -0.32 -0.58
C 0.93 -1.47 0.13 -0.06
N -1.01 0.64 1.01 -0.15
N 0.55 0.88 0.67 0.02
N -2.06 1.02 0.18 -0.03
O 0.35 0.16 -1.58 -0.03
H -0.02 -0.67 -1.90 0.09
H -1.14 -0.05 1.75 0.09
H 0.60 1.83 0.32 0.10
H 2.13 0.39 -0.40 0.19
H -1.89 0.75 -0.79 0.05
H -2.18 2.03 0.19 0.07
H 1.53 -2.07 -0.56 0.08
H -0.08 -1.87 0.16 0.08
H 1.36 -1.54 1.13 0.08
```

Formula: C20H42F6KNO13S2
Source: the OMol25 dataset
Level of theory: ωB97M-V with the def2-TZVPD basis set

Calculated values
Energy above the lowest of the compared OMol25 structures with the same formula, charge and spin   0.0 kJ/mol
DFT total energy   -3815.5172 a.u.
HOMO energy   -0.3296 Eh
HOMO-LUMO gap   8.8 eV

Geometry as XYZ:
```
85
Properties=species:S:1:pos:R:3:lowdin_charge:R:1
K 0.58 0.67 -0.94 0.81
C 1.85 -3.50 1.84 -0.69
F 1.09 -4.25 1.05 0.15
F 2.17 -4.20 2.91 0.16
F 2.96 -3.19 1.15 0.12
S 1.06 -1.89 2.36 0.66
O 2.10 -1.08 2.99 -0.29
O 0.53 -1.38 1.11 -0.35
N -0.11 -2.46 3.42 -0.27
S -0.08 -1.46 4.64 0.57
O 0.99 -1.66 5.58 -0.29
O -0.33 -0.08 4.30 -0.31
C -1.60 -2.09 5.56 -0.68
F -1.46 -3.38 5.84 0.14
F -1.78 -1.43 6.70 0.15
F -2.69 -1.93 4.80 0.12
C -0.74 4.11 0.99 -0.10
O -0.52 2.73 0.79 -0.24
C -0.30 2.02 2.00 -0.18
C 1.18 1.93 2.31 -0.16
O 1.88 1.26 1.25 -0.24
C 3.27 1.28 1.38 -0.21
C 3.94 0.51 0.27 -0.18
O 3.45 0.87 -1.02 -0.23
C 4.31 0.35 -2.04 -0.08
H -1.66 4.28 1.58 0.09
H -0.83 4.66 0.06 0.09
H 0.09 4.52 1.57 0.09
H -0.58 1.00 1.71 0.11
H -0.95 2.31 2.82 0.14
H 1.39 1.53 3.30 0.13
H 1.63 2.94 2.27 0.12
H 3.57 0.77 2.31 0.13
H 3.68 2.30 1.43 0.13
H 3.68 -0.55 0.38 0.13
H 5.03 0.59 0.37 0.13
H 5.20 0.99 -2.09 0.09
H 3.78 0.41 -2.99 0.07
H 4.58 -0.68 -1.78 0.10
C -5.55 -2.89 3.21 -0.11
O -4.50 -2.84 2.26 -0.17
C -4.20 -1.50 1.91 -0.20
C -3.02 -1.37 0.98 -0.17
O -3.21 -2.30 -0.08 -0.11
C -2.28 -2.25 -1.13 -0.18
C -2.58 -1.16 -2.13 -0.17
O -2.18 0.11 -1.58 -0.26
C -2.65 1.20 -2.34 -0.10
H -6.19 -2.00 3.16 0.08
H -5.11 -2.87 4.21 0.08
H -6.11 -3.81 3.11 0.09
H -4.09 -0.89 2.81 0.12
H -5.07 -1.16 1.31 0.13
H -2.08 -1.62 1.50 0.11
H -2.99 -0.35 0.59 0.12
H -2.28 -3.19 -1.67 0.14
H -1.29 -2.05 -0.70 0.10
H -3.65 -1.10 -2.32 0.14
H -2.06 -1.27 -3.08 0.12
H -3.66 1.50 -2.04 0.10
H -2.68 0.96 -3.40 0.09
H -1.98 2.04 -2.20 0.08
C 1.11 -2.83 -2.33 -0.08
O 0.72 -1.57 -2.86 -0.22
C 1.36 -1.28 -4.08 -0.19
C 0.87 0.05 -4.61 -0.17
O 1.17 1.07 -3.66 -0.19
C 0.67 2.33 -4.07 -0.17
C 1.36 3.43 -3.28 -0.21
O 1.24 3.18 -1.91 -0.24
C 1.95 4.17 -1.16 -0.06
H 0.64 -3.67 -2.85 0.10
H 0.69 -2.86 -1.32 0.07
H 2.19 -2.99 -2.30 0.10
H 1.25 -2.09 -4.81 0.14
H 2.44 -1.16 -3.91 0.12
H -0.21 0.03 -4.77 0.13
H 1.45 0.22 -5.52 0.14
H -0.41 2.39 -3.92 0.12
H 0.93 2.47 -5.13 0.13
H 1.03 4.43 -3.57 0.13
H 2.43 3.43 -3.58 0.14
H 3.00 4.19 -1.43 0.10
H 1.71 3.96 -0.12 0.07
H 1.49 5.14 -1.37 0.10
```

- Look up the DFT total energy of the fourth one.
  -1120.4592 a.u.